(1)
This record from the Open Molecules 2025 dataset describes a structure of composition CH4FN at a distorted geometry. The level of theory is ωB97M-V/def2-TZVPD.

Geometry (Å):
C1 0.4932 -0.1801 -0.5745
N1 -0.8902 0.3944 0.5675
F1 0.2273 -1.3984 -1.0028
H1 1.2189 -0.1869 0.1145
H2 0.4770 0.5949 -1.3815
H3 -1.2782 -0.2500 1.2338
H4 -0.2480 1.0260 1.0429

The calculation puts the max |F| at 6.3 eV Å⁻¹. The total energy is -5307.2636 eV. Its energy above the lowest of the compared OMol25 structures with the same formula, charge and spin is 178.34 kJ/mol. The frontier orbital gap comes out at 10.596 eV.

***

(2)
This record from the Open Molecules 2025 dataset describes an isolated molecule of CH4N4O at a distorted geometry. The level of theory is ωB97M-V/def2-TZVPD.

Geometry (Å):
H1 -2.4249 -0.0945 -0.0089
N1 -1.7139 -0.7456 -0.1501
C1 -0.6161 -0.1538 -0.1373
N2 -0.5228 1.2317 -0.0006
N3 0.6443 -0.9424 -0.0260
N4 1.9540 -0.7331 0.0992
O1 2.3174 0.4301 -0.2184
H2 0.2562 1.5734 -0.6095
H3 -0.2388 1.3166 1.0649
H4 0.3446 -1.8824 -0.0133

The calculation puts the max |F| at 3.6 eV Å⁻¹. As for the SMILES: [H]/N=C(\N)NN=O. The total energy is -9106.6494 eV. Its energy above the lowest of the compared OMol25 structures with the same formula, charge and spin is 148.65 kJ/mol. The frontier orbital gap comes out at 9.878 eV.

***

(3)
This record from the Open Molecules 2025 dataset describes an isolated molecule of C5H10O. The level of theory is ωB97M-V/def2-TZVPD.

Geometry (Å):
C1 -1.3855 -0.6057 1.4319
C2 -0.6431 -0.9429 0.1524
O1 -0.6664 -2.0563 -0.3274
C3 0.0452 0.2229 -0.5325
C4 0.9498 -0.2097 -1.6823
C5 0.7643 1.1750 0.4459
H1 -1.6390 0.4571 1.5096
H2 -2.2900 -1.2119 1.5087
H3 -0.7263 -0.8521 2.2715
H4 -0.8572 0.7053 -0.9483
H5 0.4094 -0.8459 -2.3864
H6 1.8164 -0.7770 -1.3216
H7 1.3239 0.6730 -2.2141
H8 1.3298 0.6191 1.2053
H9 0.0811 1.8470 0.9756
H10 1.4876 1.8021 -0.0884

The calculation puts the max |F| at 0.5 eV Å⁻¹. As for the SMILES: CC(=O)C(C)C. The total energy is -7394.6545 eV. Its energy above the lowest of the compared OMol25 structures with the same formula, charge and spin is 10.70 kJ/mol. The frontier orbital gap comes out at 10.399 eV.

***

(4)
This record from the Open Molecules 2025 dataset describes an isolated molecule of C4H4N2O. The level of theory is ωB97M-V/def2-TZVPD.

Geometry (Å):
O1 -1.8225 -1.1656 1.2202
C1 -0.8975 -0.8182 0.5329
C2 0.4970 -0.5441 1.0233
C3 1.0557 0.7946 0.6137
N1 0.4847 1.1731 -0.5310
C4 -0.3927 0.3929 -1.3123
N2 -1.0570 -0.5857 -0.8597
H1 0.5729 -0.7002 2.0980
H2 1.1879 -1.2437 0.5244
H3 0.7843 2.0467 -0.9401
H4 -0.4128 0.6502 -2.3694

The calculation puts the max |F| at 0.5 eV Å⁻¹. The total energy is -9238.1548 eV. Its energy above the lowest of the compared OMol25 structures with the same formula, charge and spin is 225.11 kJ/mol. The frontier orbital gap comes out at 8.563 eV.

***

(5)
This record from the Open Molecules 2025 dataset describes an isolated molecule of C4H13P3 at a distorted geometry. The level of theory is ωB97M-V/def2-TZVPD.

Geometry (Å):
C1 1.1881 1.8065 -2.1570
P1 1.2244 0.2385 -1.2049
C2 2.9898 -0.0765 -0.8108
P2 0.2289 0.5075 0.7001
P3 -1.3583 -0.9601 0.5333
C3 -2.9813 -0.1300 0.7548
C4 -1.1427 -2.0751 1.9726
H1 1.8300 2.6046 -1.7838
H2 0.1558 2.1555 -2.1757
H3 1.4633 1.5620 -3.1825
H4 3.0942 -1.1526 -0.6867
H5 3.5814 0.2398 -1.6702
H6 3.3621 0.4054 0.0933
H7 -0.4225 1.7529 0.6444
H8 -2.9768 0.7409 0.0982
H9 -3.7481 -0.8097 0.3885
H10 -3.2093 0.2067 1.7661
H11 -0.4324 -2.8421 1.6662
H12 -2.0883 -2.5765 2.1801
H13 -0.7582 -1.5976 2.8741

The calculation puts the max |F| at 1.5 eV Å⁻¹. As for the SMILES: CP(C)[PH]#P(C)C. The total energy is -32224.5103 eV. Its energy above the lowest of the compared OMol25 structures with the same formula, charge and spin is 0.00 kJ/mol. The frontier orbital gap comes out at 8.615 eV.

***

(6)
This record from the Open Molecules 2025 dataset describes a cluster of 8 separate species, C31H81N3O13 in total at a distorted geometry. The level of theory is ωB97M-V/def2-TZVPD.

Geometry (Å):
C1 -0.5921 2.1784 4.4627
O1 0.3375 1.9432 5.6196
C2 0.7261 0.6315 5.9730
C3 1.5784 0.5906 7.2878
N1 2.9083 1.2227 7.1245
C4 3.6696 1.0400 8.3541
C5 4.8471 2.0424 8.4863
O2 4.4390 3.3825 8.2037
C6 3.2074 3.7940 8.9294
H1 -1.6702 2.1910 4.6228
H2 -0.3214 1.5186 3.6384
H3 -0.2434 3.1382 4.0814
H4 1.2797 0.1787 5.1505
H5 -0.1964 0.1355 6.2747
H6 1.8782 -0.4473 7.4332
H7 0.9416 0.8321 8.1388
H8 2.8339 2.1454 6.7206
H9 4.1473 0.0746 8.1873
H10 3.0083 1.0059 9.2199
H11 5.5989 1.7865 7.7397
H12 5.4028 1.7345 9.3720
H13 2.3509 3.5724 8.2927
H14 3.1013 4.8445 9.2004
H15 2.9119 3.2414 9.8213
C7 2.1248 -1.3993 -6.8727
O3 1.7974 -1.3735 -5.4792
C8 0.4712 -1.6546 -5.0683
C9 0.4124 -1.3357 -3.5203
N2 -0.8390 -1.6091 -2.9010
C10 -1.1070 -2.9764 -2.3593
C11 -0.9478 -4.1819 -3.3246
O4 -1.9467 -3.9838 -4.4006
C12 -1.8900 -5.0952 -5.2822
H16 3.0292 -1.9847 -7.0384
H17 2.3518 -0.4678 -7.3913
H18 1.3059 -1.8309 -7.4481
H19 0.2061 -2.7073 -5.1664
H20 -0.2352 -1.1239 -5.7067
H21 0.7828 -0.3506 -3.2364
H22 1.1586 -1.9907 -3.0705
H23 -1.4656 -1.5040 -3.6862
H24 -2.0973 -3.0107 -1.9052
H25 -0.4501 -2.9470 -1.4900
H26 -1.2406 -5.0669 -2.7596
H27 0.0694 -4.3315 -3.6865
H28 -2.0370 -6.0105 -4.7089
H29 -0.8962 -5.2705 -5.6941
H30 -2.5109 -4.7582 -6.1122
C13 -5.4438 -2.7993 -4.1170
O5 -6.0923 -2.6940 -2.7929
C14 -5.3402 -2.1605 -1.6373
C15 -4.4811 -0.8822 -1.9136
N3 -4.9894 -0.0130 -2.9602
C16 -4.1579 1.1578 -3.1239
C17 -4.1164 1.7801 -4.6106
O6 -3.6391 0.7735 -5.4089
C18 -2.8542 1.2353 -6.5399
H31 -5.8961 -3.6885 -4.5563
H32 -4.3807 -2.9290 -3.9142
H33 -5.4022 -1.9526 -4.8021
H34 -4.8056 -2.9207 -1.0677
H35 -6.1206 -2.0372 -0.8863
H36 -3.4752 -1.2074 -2.1791
H37 -4.3613 -0.3329 -0.9798
H38 -4.9223 -0.5495 -3.8133
H39 -3.1339 0.9963 -2.7872
H40 -4.4807 1.9323 -2.4282
H41 -3.4354 2.6285 -4.5423
H42 -5.1734 2.0298 -4.7028
H43 -2.3407 0.4121 -7.0366
H44 -2.0942 1.9481 -6.2198
H45 -3.4988 1.7063 -7.2820
C19 -3.8074 0.1675 4.1068
C20 -3.6426 -0.2319 2.6678
C21 -5.0256 -0.3370 1.8724
O7 -2.8750 0.7253 1.9784
H46 -2.8334 -0.0050 4.5646
H47 -4.5128 -0.4426 4.6709
H48 -4.2173 1.1681 4.2441
H49 -3.2656 -1.2529 2.6079
H50 -5.3067 -1.3572 1.6110
H51 -5.0057 0.2365 0.9457
H52 -5.9532 0.0256 2.3152
H53 -2.5632 0.2220 1.2228
C22 -0.5390 3.1750 -2.7023
C23 0.9378 3.2461 -2.2732
C24 1.9276 2.8845 -3.3834
O8 1.3756 4.5025 -1.7425
H54 -0.8331 2.1633 -2.9819
H55 -0.8575 3.8135 -3.5262
H56 -1.1775 3.4401 -1.8596
H57 1.1130 2.4444 -1.5558
H58 1.4095 2.1554 -4.0065
H59 2.8920 2.4229 -3.1712
H60 2.1444 3.7281 -4.0388
H61 2.1503 4.2856 -1.2187
C25 5.1817 2.1565 0.8267
C26 3.7074 2.4521 0.4914
C27 2.7378 2.3275 1.6909
O9 3.6268 3.7371 0.0413
H62 5.1470 1.1340 1.2027
H63 5.6131 2.9292 1.4630
H64 5.8652 2.1192 -0.0216
H65 3.3632 1.8123 -0.3212
H66 3.0225 3.0339 2.4706
H67 2.7747 1.3229 2.1122
H68 1.6883 2.4071 1.4075
H69 4.3027 4.3321 0.3741
O10 3.7548 -1.9696 0.5791
C28 4.8950 -2.3098 1.2511
C29 5.0161 -3.8455 1.3880
O11 5.1820 -4.4981 0.1413
H70 3.9315 -2.2558 -0.3200
H71 5.6838 -1.7667 0.7307
H72 4.7612 -1.8096 2.2103
H73 4.2254 -4.2590 2.0140
H74 5.8949 -4.2019 1.9254
H75 5.9364 -4.0246 -0.2168
O12 0.7757 -1.6504 0.7927
C30 0.1400 -0.4767 1.2253
C31 -0.5106 0.1743 0.0142
O13 -1.6709 -0.4050 -0.4755
H76 1.7157 -1.4554 0.7941
H77 -0.7042 -0.7716 1.8486
H78 0.6775 0.1853 1.9042
H79 0.2183 -0.0062 -0.7759
H80 -0.7160 1.2194 0.2456
H81 -1.3275 -1.0621 -1.0853

The calculation puts the max |F| at 4.3 eV Å⁻¹. As for the SMILES: COCCNCCOC.COCCNCCOC.COCCNCCOC.CC(C)O.CC(C)O.CC(C)O.OCCO.OCCO. The total energy is -64538.3388 eV. Its energy above the lowest of the compared OMol25 structures with the same formula, charge and spin is 352.68 kJ/mol. The frontier orbital gap comes out at 8.601 eV.

***

(7)
This record from the Open Molecules 2025 dataset describes a structure of composition C6H7ClNO2S at a distorted geometry. The level of theory is ωB97M-V/def2-TZVPD.

Geometry (Å):
C1 1.9839 0.2026 0.1348
C2 1.3186 1.1293 -0.6171
C3 1.2517 -0.9290 0.6518
C4 -0.0205 1.0774 -1.2565
C5 -0.2407 -0.7582 0.9042
C6 -0.9710 -0.3089 -0.3421
N1 1.9753 -1.9199 0.9257
O1 -2.9429 0.3779 1.3860
O2 -3.0407 1.4619 -0.8071
S1 -2.9851 0.1767 -0.0418
Cl1 -1.1051 -1.6144 -1.5253
H1 3.0716 0.3898 0.3961
H2 1.9569 2.0144 -0.8651
H3 -0.5156 2.1103 -1.1041
H4 -0.1657 0.8388 -2.2309
H5 -0.4796 -1.8149 1.2506
H6 -0.3663 0.0573 1.7080
H7 1.2751 -2.4911 1.4329

As for the total charge: -1. The calculation puts the max |F| at 6.6 eV Å⁻¹. The total energy is -35277.1463 eV. Its energy above the lowest of the compared OMol25 structures with the same formula, charge and spin is 99.68 kJ/mol. The frontier orbital gap comes out at 7.404 eV.

***

(8)
This record from the Open Molecules 2025 dataset describes an isolated molecule of C5H7N3 at a distorted geometry. The level of theory is ωB97M-V/def2-TZVPD.

Geometry (Å):
C1 1.2447 0.0498 -1.2074
N1 1.5227 1.0693 -0.4449
N2 0.4875 1.5294 0.3820
C2 0.3332 0.9490 1.6482
C3 -0.7494 0.8008 0.6532
C4 -0.8177 -0.6146 0.1600
N3 -1.3182 -0.6669 -1.2052
C5 0.1780 -0.9316 -0.9918
H1 1.9772 -0.1772 -2.0117
H2 0.8284 0.0199 1.7207
H3 0.2182 1.5826 2.5297
H4 -1.6775 1.4157 0.5988
H5 -1.0609 -1.4655 0.9586
H6 -1.7151 -1.6280 -1.5595
H7 0.5491 -1.9327 -1.2308

The calculation puts the max |F| at 2.8 eV Å⁻¹. As for the SMILES: C1=NN2C[C@@H]2[C@H]2N[C@@H]12. The total energy is -9764.4139 eV. Its energy above the lowest of the compared OMol25 structures with the same formula, charge and spin is 479.89 kJ/mol. The frontier orbital gap comes out at 9.611 eV.

***

(9)
This record from the Open Molecules 2025 dataset describes the ion C8H11N2 with charge +1 at a distorted geometry. The level of theory is ωB97M-V/def2-TZVPD.

Geometry (Å):
C1 -2.5972 -0.7185 -0.0303
N1 -2.5697 0.5042 -0.3486
C2 -1.5388 1.4255 -0.0944
C3 -0.3658 0.9666 0.8427
C4 1.0519 1.2193 0.2769
C5 1.3959 -0.0666 -0.5107
C6 0.8050 -1.1513 0.3900
C7 -0.0372 -2.3355 -0.1442
C8 -1.3358 -1.2521 0.4200
N2 -0.3893 -0.4655 0.8350
H1 -3.4648 -1.3226 -0.2479
H2 -2.0299 2.3012 0.3396
H3 -1.1639 1.7455 -1.0762
H4 -0.5003 1.3751 1.8452
H5 1.7589 1.3491 1.0963
H6 1.0895 2.1079 -0.3480
H7 0.8970 -0.0607 -1.4821
H8 2.4645 -0.1798 -0.6668
H9 1.4816 -1.4227 1.2032
H10 -0.0981 -2.4794 -1.2141
H11 -0.0015 -3.2558 0.4194

As for the total charge: +1. The calculation puts the max |F| at 4.3 eV Å⁻¹. As for the SMILES: C1=NC[C@@H]2CC[C@@H]3CC1=[N+]32. The total energy is -11445.5160 eV. Its energy above the lowest of the compared OMol25 structures with the same formula, charge and spin is 223.14 kJ/mol. The frontier orbital gap comes out at 9.074 eV.

***

(10)
This record from the Open Molecules 2025 dataset describes a cluster of 2 separate species, C7H16NO in total at a distorted geometry. The level of theory is ωB97M-V/def2-TZVPD.

Geometry (Å):
C1 -0.5961 -0.5952 0.2598
C2 -0.4796 0.8851 0.0993
C3 -1.4720 -1.3962 1.2794
C4 -0.3888 -1.4112 -0.9970
C5 -1.1577 1.7894 1.0359
C6 -0.3087 1.5118 -1.2674
C7 2.4885 -0.3827 -0.6099
N1 0.6351 0.1154 0.5575
O1 3.3311 -0.2945 0.3487
H1 -2.4587 -1.4563 0.6930
H2 -1.5421 -0.8022 2.2670
H3 -0.9180 -2.4074 1.5450
H4 0.2048 -0.9899 -1.7814
H5 -1.3244 -1.6102 -1.6587
H6 -0.1232 -2.4557 -0.9126
H7 -0.8080 2.7539 0.8298
H8 -0.9734 1.3619 2.1216
H9 -2.2687 1.9827 0.9685
H10 -1.2769 1.9511 -1.6446
H11 0.0485 0.9549 -2.1685
H12 0.5253 2.1262 -1.2592
H13 2.0499 -1.2712 -0.9741
H14 2.6185 0.3604 -1.2779
H15 0.8632 0.2757 1.5295
H16 3.3314 -0.9957 1.0166

As for the total charge: +1. The calculation puts the max |F| at 3.7 eV Å⁻¹. The total energy is -11045.7696 eV. Its energy above the lowest of the compared OMol25 structures with the same formula, charge and spin is 393.43 kJ/mol. The frontier orbital gap comes out at 9.335 eV.

***

(11)
This record from the Open Molecules 2025 dataset describes an isolated molecule of C3H4N2OS2 at a distorted geometry. The level of theory is ωB97M-V/def2-TZVPD.

Geometry (Å):
H1 1.8180 2.3408 -0.9202
N1 2.0027 1.2904 -0.5664
C1 0.9540 0.6529 -0.0483
N2 -0.3384 0.9571 0.5604
O1 -1.0976 -0.0576 1.0018
C2 -1.5850 -0.9198 -0.0846
S1 -0.0751 -2.1868 -0.2783
C3 1.1187 -0.8947 0.1884
S2 2.6047 -1.3861 0.5537
H2 -0.9026 1.6855 0.2358
H3 -2.5077 -1.2195 0.2655
H4 -1.9917 -0.2622 -0.9076

The calculation puts the max |F| at 4.3 eV Å⁻¹. As for the SMILES: [H]/N=C1\NOCSC1=S. The total energy is -29869.2198 eV. Its energy above the lowest of the compared OMol25 structures with the same formula, charge and spin is 475.08 kJ/mol. The frontier orbital gap comes out at 8.096 eV.

***

(12)
This record from the Open Molecules 2025 dataset describes a cluster of 2 separate species, C2H8O2 in total at a distorted geometry. The level of theory is ωB97M-V/def2-TZVPD.

Geometry (Å):
C1 0.8816 -1.0215 -1.4490
C2 0.3347 0.4291 -1.3213
O1 -0.9842 0.2980 -0.9526
H1 0.2273 -1.4680 -2.1977
H2 0.6070 -1.7077 -0.6479
H3 1.9599 -1.0152 -1.6084
H4 0.5159 0.9623 -2.2545
H5 0.9243 1.0226 -0.6226
H6 -1.0797 0.1131 -0.0154
O2 -1.2300 0.6166 3.3577
H7 -0.5767 1.3062 3.4759
H8 -1.5800 0.4646 4.2356

The calculation puts the max |F| at 2.7 eV Å⁻¹. As for the SMILES: CCO.O. The total energy is -6297.9661 eV. Its energy above the lowest of the compared OMol25 structures with the same formula, charge and spin is 42.87 kJ/mol. The frontier orbital gap comes out at 10.647 eV.